[1]
Molecular formula: C17H29NO4
Method: DFT, wB97M-V/def2-TZVPD

Last column: natural (NBO) charge in e.
CARTESIAN COORDINATES (ANGSTROEM)
C: 0.675 1.809 -0.192  -0.26
O: -0.659 1.751 -0.697  -0.54
C: -1.561 1.075 0.178  -0.08
C: -1.898 -0.420 -0.300  0.09
C: -0.757 -1.329 0.316  -0.43
C: -0.662 -2.762 -0.328  -0.40
C: 0.552 -3.508 0.404  -0.22
N: 1.733 -3.359 -0.482  -0.64
C: 2.994 -3.100 0.249  -0.24
C: 3.682 -1.845 -0.431  -0.06
C: 4.321 -0.785 0.374  -0.22
C: 4.941 0.384 -0.261  -0.23
C: 4.934 0.566 -1.713  -0.22
C: 4.324 -0.480 -2.521  -0.25
C: 3.723 -1.668 -1.890  0.28
O: 3.192 -2.621 -2.791  -0.70
O: -1.957 -0.483 -1.720  -0.54
C: -3.282 -0.655 -2.213  -0.25
H: 0.742 1.804 0.933  0.16
H: 1.215 2.729 -0.543  0.19
H: 1.295 0.932 -0.545  0.18
H: -2.520 1.669 0.236  0.19
H: -1.198 0.977 1.238  0.16
H: -2.881 -0.658 0.207  0.17
H: -0.908 -1.464 1.423  0.20
H: 0.258 -0.854 0.187  0.21
H: -0.513 -2.702 -1.435  0.23
H: -1.613 -3.353 -0.171  0.19
H: 0.682 -3.063 1.420  0.19
H: 0.301 -4.606 0.449  0.18
H: 1.888 -4.174 -1.071  0.37
H: 3.704 -3.980 0.230  0.19
H: 2.805 -2.794 1.310  0.20
H: 4.381 -0.821 1.487  0.22
H: 5.417 1.202 0.337  0.22
H: 5.382 1.440 -2.231  0.22
H: 4.301 -0.377 -3.634  0.23
H: 3.950 -3.206 -2.979  0.48
H: -3.798 0.322 -2.461  0.17
H: -3.969 -1.213 -1.526  0.17
H: -3.248 -1.229 -3.180  0.19
C: -2.725 3.967 2.667  -0.72
C: -4.111 3.491 2.315  0.60
C: -5.207 4.525 2.266  -0.72
O: -4.336 2.323 2.081  -0.55
H: -2.040 3.119 2.664  0.24
H: -2.383 4.695 1.929  0.23
H: -2.726 4.414 3.663  0.23
H: -4.974 5.278 1.511  0.23
H: -5.317 4.997 3.245  0.23
H: -6.148 4.043 2.001  0.24

Forces on atoms 1 to 2 (eV/Å):
C 1.28 -0.38 -0.01
O 0.44 -0.09 1.36

Values from the calculation:
LUMO level: 0.83 eV
Kohn-Sham gap: 9.22 eV
ΔE to the lowest compared entry with this formula, charge and spin: 124.2 kcal/mol
Charge: 0
Strongest force on any atom: 2.82 eV/Å
Structure (SMILES): COC[C@H](CCCNCc1ccccc1O)OC.CC(C)=O

---

[2]
Molecular formula: C17H29O7
Method: DFT, wB97M-V/def2-TZVPD

Last column: natural (NBO) charge in e.
CARTESIAN COORDINATES (ANGSTROEM)
C: -2.925 1.890 2.413  -1.00
C: -2.430 3.416 2.733  -0.44
C: -3.479 4.604 2.339  -0.43
C: -4.956 4.112 1.830  -0.07
O: -5.789 3.919 3.022  -0.59
C: -6.338 2.566 3.135  -0.27
H: -2.755 1.620 1.263  0.11
H: -2.335 1.096 3.081  0.17
H: -2.160 3.524 3.887  0.17
H: -1.413 3.644 2.159  0.12
H: -3.664 5.233 3.337  0.19
H: -2.965 5.376 1.589  0.17
H: -5.427 5.044 1.249  0.13
H: -4.957 3.232 1.061  0.21
H: -6.090 2.089 4.201  0.18
H: -7.523 2.612 3.095  0.13
H: -5.962 1.793 2.344  0.22
O: -0.876 -0.519 2.533  -0.56
C: -0.042 0.127 1.921  0.80
O: 0.345 1.394 2.252  -0.47
C: 1.249 1.881 1.262  -0.07
C: 1.815 0.651 0.601  -0.44
C: 0.669 -0.324 0.682  -0.52
H: 0.693 2.511 0.560  0.18
H: 2.028 2.483 1.739  0.18
H: 2.165 0.833 -0.418  0.25
H: 2.662 0.272 1.187  0.19
H: -0.007 -0.229 -0.173  0.24
H: 1.023 -1.353 0.783  0.22
O: 2.358 -2.606 -1.408  -0.57
C: 2.653 -3.596 -0.759  0.79
O: 3.820 -4.291 -0.903  -0.49
C: 3.782 -5.447 -0.067  -0.07
C: 2.765 -5.134 0.999  -0.43
C: 1.783 -4.252 0.270  -0.53
H: 3.494 -6.309 -0.677  0.17
H: 4.774 -5.628 0.357  0.19
H: 2.310 -6.027 1.435  0.22
H: 3.238 -4.565 1.808  0.21
H: 1.009 -4.836 -0.237  0.24
H: 1.336 -3.512 0.938  0.26
O: 2.748 0.846 -2.672  -0.57
C: 2.607 0.175 -3.681  0.80
O: 3.637 -0.339 -4.414  -0.49
C: 3.112 -0.972 -5.580  -0.07
C: 1.678 -1.292 -5.247  -0.43
C: 1.295 -0.166 -4.321  -0.53
H: 3.198 -0.278 -6.423  0.17
H: 3.690 -1.873 -5.803  0.19
H: 1.038 -1.369 -6.130  0.22
H: 1.626 -2.245 -4.708  0.22
H: 0.928 0.706 -4.870  0.23
H: 0.565 -0.490 -3.575  0.26

Forces on atoms 1 to 2 (eV/Å):
C 1.06 0.19 0.16
C 0.79 -0.90 -0.09

Values from the calculation:
LUMO level: 2.04 eV
Kohn-Sham gap: 2.64 eV
Charge: -1
Strongest force on any atom: 2.82 eV/Å

---

[3]
Molecular formula: C17H30B2NO2Ta
Method: DFT, wB97M-V/def2-TZVPD

Last column: Löwdin charge in e.
CARTESIAN COORDINATES (ANGSTROEM)
Ta: -0.240 0.509 -0.071  1.96
C: -1.340 1.117 1.966  -0.26
C: -2.280 0.902 0.921  -0.30
C: -2.230 -0.499 0.542  -0.30
C: -1.196 -1.099 1.342  -0.28
C: -0.668 -0.115 2.230  -0.25
C: 0.389 -0.326 3.256  0.01
C: -0.811 -2.537 1.252  0.03
C: -3.239 -1.218 -0.288  0.01
C: -3.202 1.904 0.292  0.02
C: -1.061 2.419 2.639  0.02
H: 0.915 -1.267 3.117  0.09
H: -0.090 -0.356 4.239  0.13
H: 1.115 0.487 3.278  0.10
H: -0.910 -2.912 0.234  0.10
H: -1.489 -3.122 1.881  0.13
H: 0.205 -2.716 1.596  0.09
H: -2.798 -2.071 -0.800  0.09
H: -3.685 -0.572 -1.037  0.09
H: -4.029 -1.589 0.370  0.12
H: -3.480 1.609 -0.719  0.09
H: -2.784 2.911 0.267  0.09
H: -4.121 1.959 0.881  0.13
H: 0.004 2.585 2.808  0.10
H: -1.533 2.397 3.626  0.13
H: -1.483 3.265 2.100  0.09
B: 3.746 -1.101 1.597  -0.29
C: 2.537 -0.563 0.921  -0.09
N: 1.525 -0.122 0.465  -0.02
H: 3.323 -2.076 2.180  0.08
H: 3.933 -0.172 2.371  0.10
H: 4.642 -1.278 0.824  0.07
C: 0.589 -0.163 -4.982  0.00
C: -0.362 -1.092 -4.253  -0.41
C: -0.298 -2.490 -4.831  0.01
O: 0.156 -1.178 -2.849  0.12
B: -0.711 -0.504 -2.099  -0.70
O: -1.832 -0.011 -2.654  0.06
C: -1.827 -0.518 -4.077  -0.40
C: -2.164 0.651 -4.975  0.01
C: -2.919 -1.570 -4.120  0.00
H: 1.590 -0.592 -4.964  0.11
H: 0.628 0.825 -4.522  0.10
H: 0.290 -0.045 -6.022  0.11
H: 0.740 -2.813 -4.874  0.11
H: -0.692 -2.489 -5.848  0.11
H: -0.861 -3.208 -4.240  0.09
H: -1.479 1.485 -4.841  0.09
H: -3.178 0.989 -4.769  0.10
H: -2.124 0.340 -6.019  0.11
H: -2.727 -2.385 -3.422  0.09
H: -3.001 -1.991 -5.121  0.11
H: -3.874 -1.108 -3.870  0.10

Forces on atoms 1 to 2 (eV/Å):
Ta 0.89 0.56 0.22
C 0.10 -0.02 -0.19

Values from the calculation:
LUMO level: -9.70 eV
Kohn-Sham gap: 6.93 eV
Charge: +2
Strongest force on any atom: 1.07 eV/Å

---

[4]
Molecular formula: C17H30BN4O2Sn
Method: DFT, wB97M-V/def2-TZVPD

Last column: natural (NBO) charge in e.
CARTESIAN COORDINATES (ANGSTROEM)
Sn: 0.336 -0.738 -0.295  0.91
C: -0.135 2.608 0.682  -0.23
C: 1.261 2.457 0.096  -0.24
N: 1.820 1.152 0.438  -0.63
C: 2.161 1.012 1.851  -0.28
C: 1.034 0.474 2.696  0.23
C: 1.037 0.590 4.079  -0.24
C: -0.009 0.025 4.792  -0.12
C: -1.026 -0.624 4.110  -0.24
C: -0.959 -0.689 2.726  0.23
C: -2.006 -1.406 1.914  -0.28
N: -1.996 -1.051 0.500  -0.63
C: -2.847 0.088 0.168  -0.23
C: -2.258 1.381 0.716  -0.23
N: -0.969 1.584 0.091  -0.65
N: 0.053 -0.152 2.067  -0.52
H: -0.510 3.620 0.492  0.21
H: -0.108 2.459 1.763  0.20
H: 1.906 3.272 0.446  0.20
H: 1.181 2.498 -0.992  0.23
H: 2.667 1.040 -0.112  0.41
H: 2.500 1.969 2.271  0.21
H: 2.986 0.298 1.940  0.24
H: 1.839 1.100 4.589  0.24
H: -0.026 0.081 5.869  0.24
H: -1.847 -1.077 4.644  0.23
H: -2.994 -1.223 2.358  0.21
H: -1.792 -2.475 2.002  0.25
H: -2.335 -1.844 -0.037  0.41
H: -3.865 -0.051 0.549  0.20
H: -2.877 0.164 -0.921  0.22
H: -2.114 1.297 1.794  0.20
H: -2.951 2.211 0.532  0.21
H: -1.108 1.812 -0.891  0.39
C: 1.428 -2.144 -4.969  -0.62
C: 0.646 -0.906 -4.554  0.23
C: -0.443 -0.627 -5.592  -0.63
O: -0.012 -1.168 -3.301  -0.74
B: 0.050 -0.056 -2.518  0.57
O: 0.817 0.922 -3.092  -0.77
C: 1.514 0.348 -4.212  0.25
C: 2.897 -0.026 -3.664  -0.63
C: 1.672 1.353 -5.344  -0.63
H: 0.731 -2.951 -5.179  0.23
H: 2.093 -2.468 -4.175  0.22
H: 2.004 -1.943 -5.868  0.22
H: -1.146 -1.459 -5.591  0.23
H: -0.011 -0.539 -6.586  0.22
H: -0.990 0.284 -5.353  0.21
H: 2.789 -0.759 -2.862  0.21
H: 3.353 0.868 -3.243  0.21
H: 3.548 -0.422 -4.436  0.23
H: 0.715 1.751 -5.664  0.22
H: 2.158 0.874 -6.189  0.22
H: 2.291 2.180 -5.008  0.22

Forces on atoms 1 to 2 (eV/Å):
Sn -0.05 -0.17 0.05
C 0.25 0.20 -0.04

Values from the calculation:
LUMO level: -2.34 eV
Kohn-Sham gap: 7.27 eV
ΔE to the lowest compared entry with this formula, charge and spin: 7.9 kcal/mol
Charge: +1
Strongest force on any atom: 0.87 eV/Å

---

[5]
Molecular formula: C17H30BrCaN9O5S
Method: DFT, wB97M-V/def2-TZVPD

Last column: natural (NBO) charge in e.
CARTESIAN COORDINATES (ANGSTROEM)
Ca: 0.131 -0.370 0.345  1.78
C: -5.805 -0.082 0.247  -0.62
C: -4.637 -0.665 0.991  -0.08
C: -4.779 -1.678 1.928  -0.16
C: -3.667 -2.190 2.579  -0.29
C: -2.437 -1.651 2.244  0.16
Br: -0.843 -2.279 3.047  0.10
N: -2.274 -0.693 1.355  -0.45
C: -3.347 -0.206 0.747  0.09
H: -6.743 -0.533 0.572  0.20
H: -5.703 -0.248 -0.827  0.22
H: -5.874 0.996 0.403  0.22
H: -5.765 -2.074 2.152  0.19
H: -3.740 -2.981 3.310  0.22
H: -3.144 0.581 0.030  0.23
C: -2.435 5.137 -0.824  -0.40
N: -1.201 4.384 -0.680  -0.47
C: -0.351 4.955 0.352  -0.46
C: -1.364 2.973 -0.613  0.59
N: -1.011 2.214 0.336  -0.75
N: -1.987 2.494 -1.778  -0.69
C: -1.872 1.139 -2.222  0.55
N: -2.607 1.017 -3.452  -0.88
N: -1.241 0.262 -1.634  -0.83
H: -2.193 6.178 -1.049  0.18
H: -3.031 5.124 0.105  0.16
H: -3.057 4.749 -1.627  0.19
H: -0.113 5.981 0.067  0.17
H: 0.573 4.379 0.458  0.31
H: -0.859 4.983 1.331  0.15
H: -0.510 2.710 1.072  0.40
H: -1.901 3.148 -2.542  0.38
H: -3.543 1.396 -3.366  0.35
H: -2.649 0.037 -3.699  0.38
H: -1.143 -0.915 -1.625  0.45
O: 1.828 3.171 1.225  -1.11
S: 2.198 1.741 1.082  2.58
O: 3.622 1.548 1.382  -1.07
O: 1.334 0.929 2.007  -1.16
O: 1.856 1.246 -0.286  -1.13
C: 3.845 -3.302 -2.338  -0.42
C: 2.801 -2.194 -2.440  -0.21
N: 2.004 -2.133 -1.252  -0.72
C: 2.619 -2.211 -0.085  0.59
N: 1.927 -1.962 1.016  -0.75
C: 2.595 -2.123 2.279  -0.21
C: 4.005 -1.556 2.233  -0.45
C: 4.786 -2.292 1.166  -0.18
N: 3.977 -2.581 0.001  -0.49
C: 4.738 -2.980 -1.154  -0.18
H: 4.458 -3.401 -3.242  0.18
H: 3.322 -4.248 -2.164  0.19
H: 2.147 -2.365 -3.303  0.17
H: 3.331 -1.242 -2.637  0.16
H: -0.074 -2.387 -1.185  0.49
H: 2.635 -3.192 2.585  0.12
H: 2.028 -1.586 3.046  0.19
H: 4.524 -1.650 3.194  0.17
H: 3.920 -0.495 1.982  0.29
H: 5.187 -3.244 1.560  0.14
H: 5.655 -1.689 0.858  0.17
H: 5.356 -3.855 -0.889  0.16
H: 5.445 -2.179 -1.433  0.16
O: -0.950 -2.038 -0.939  -1.25

Forces on atoms 1 to 2 (eV/Å):
Ca 1.25 0.57 -0.21
C 0.00 0.01 -0.01

Values from the calculation:
LUMO level: 4.14 eV
Kohn-Sham gap: 4.78 eV
ΔE to the lowest compared entry with this formula, charge and spin: 15.8 kcal/mol
Charge: -2
Strongest force on any atom: 1.39 eV/Å

---

- Which formula does entry 5 have?
  C17H30BrCaN9O5S

---

- Which formula does entry 3 have?
  C17H30B2NO2Ta